[1]
{
  "formula": "C35H47LaN9O12P2S",
  "method": "the ωB97M-V functional and the def2-TZVPD basis",
  "energy_ha": -3870.4090,
  "homo_energy_ev": -3.9,
  "e_above_lowest_kcal_mol": 35.6,
  "total_charge": -1,
  "species": ["La", "N", "C", "C", "N", "C", "C", "N", "H", "H", "H", "H", "H", "H", "H", "H", "H", "H", "H", "H", "H", "O", "C", "C", "C", "C", "C", "C", "C", "N", "C", "C", "N", "H", "H", "H", "H", "H", "H", "H", "C", "C", "O", "P", "O", "O", "O", "P", "O", "O", "O", "H", "H", "H", "H", "H", "H", "H", "C", "C", "N", "O", "C", "C", "N", "O", "H", "H", "H", "H", "H", "H", "H", "C", "C", "C", "C", "C", "C", "C", "S", "O", "O", "N", "C", "C", "C", "C", "C", "C", "C", "C", "N", "C", "H", "H", "H", "H", "H", "H", "H", "H", "H", "H", "H", "H", "H"],
  "coordinates": [[-16.13, 0.95, 16.00], [-12.85, 3.86, 12.59], [-11.76, 4.77, 12.85], [-11.04, 4.39, 14.22], [-11.48, 3.20, 14.84], [-11.60, 3.16, 16.27], [-12.91, 2.48, 16.81], [-14.16, 2.86, 16.15], [-13.07, 3.79, 11.61], [-13.73, 4.11, 13.10], [-12.00, 5.85, 12.93], [-11.01, 4.66, 12.05], [-11.19, 5.21, 14.93], [-9.95, 4.25, 14.10], [-12.06, 2.58, 14.26], [-11.48, 4.20, 16.59], [-10.77, 2.61, 16.69], [-13.00, 2.73, 17.86], [-12.87, 1.37, 16.75], [-14.04, 3.18, 15.21], [-14.61, 3.57, 16.69], [-17.17, -0.99, 16.83], [-18.14, -1.85, 16.76], [-17.86, -3.25, 16.65], [-18.91, -4.14, 16.62], [-20.21, -3.69, 16.76], [-20.55, -2.35, 16.80], [-19.50, -1.42, 16.62], [-19.79, -0.11, 16.17], [-19.00, 0.81, 15.53], [-19.83, 1.83, 15.18], [-21.07, 1.65, 15.71], [-21.15, 0.39, 16.20], [-16.81, -3.59, 16.50], [-18.70, -5.22, 16.45], [-21.04, -4.41, 16.83], [-21.61, -2.03, 16.90], [-19.51, 2.63, 14.50], [-21.92, 2.33, 15.76], [-21.81, 0.02, 16.88], [-19.54, 4.89, 17.52], [-18.30, 4.65, 18.42], [-18.46, 4.97, 19.82], [-16.92, 5.71, 17.85], [-15.65, 5.45, 18.79], [-17.49, 7.09, 18.37], [-16.64, 5.57, 16.37], [-17.98, 2.82, 18.33], [-17.11, 2.59, 19.68], [-19.26, 2.08, 18.36], [-16.92, 2.58, 17.21], [-20.09, 5.73, 17.92], [-20.22, 4.05, 17.56], [-19.29, 5.12, 16.50], [-18.87, 5.85, 19.92], [-15.82, 5.12, 19.69], [-17.21, 7.91, 17.82], [-17.77, 2.47, 20.41], [-16.75, 3.26, 11.51], [-16.66, 2.37, 12.74], [-16.42, 2.78, 13.98], [-16.09, 4.14, 14.01], [-16.97, 0.90, 12.57], [-17.24, 0.26, 11.23], [-16.89, 0.15, 13.65], [-17.25, -1.05, 13.70], [-16.65, 4.30, 11.84], [-17.73, 3.05, 11.00], [-15.95, 3.02, 10.76], [-16.42, 4.45, 14.88], [-16.35, 0.39, 10.63], [-18.15, 0.62, 10.74], [-17.26, -0.84, 11.37], [-7.84, -0.26, 12.26], [-9.28, -0.35, 12.76], [-9.54, -0.47, 14.11], [-10.85, -0.57, 14.61], [-11.92, -0.37, 13.71], [-11.66, -0.23, 12.36], [-10.39, -0.23, 11.87], [-13.62, -0.42, 14.19], [-14.09, 0.96, 14.00], [-14.33, -1.49, 13.47], [-13.85, -0.58, 15.79], [-13.54, -1.51, 16.68], [-13.01, -2.84, 16.39], [-12.60, -3.63, 17.43], [-12.63, -3.21, 18.74], [-13.28, -2.04, 19.10], [-13.59, -1.74, 20.41], [-14.30, -0.58, 20.72], [-14.81, 0.19, 19.67], [-14.56, -0.13, 18.42], [-13.77, -1.14, 18.07], [-7.47, -1.29, 12.28], [-7.29, 0.39, 12.99], [-7.76, 0.18, 11.25], [-8.69, -0.46, 14.80], [-10.97, -0.64, 15.72], [-12.50, -0.05, 11.70], [-10.17, -0.09, 10.81], [-13.10, -3.20, 15.36], [-12.15, -4.59, 17.22], [-12.22, -3.83, 19.56], [-13.18, -2.39, 21.17], [-14.66, -0.26, 21.71], [-15.47, 1.03, 19.86]],
  "mulliken_charge": [1.9157, -0.2434, -0.6090, -0.6683, 0.3486, -1.0937, 0.1479, -0.0764, 0.2565, -0.1043, 0.3102, 0.3447, 0.3065, 0.3281, -0.1610, 0.4411, 0.2768, 0.4207, -0.4637, -0.0983, 0.2095, 0.4977, -0.2312, -0.5037, -0.6341, -0.6034, -1.1020, 0.6000, 0.2420, 0.3781, -0.6009, -0.9683, -0.0693, 0.2975, 0.3234, 0.3099, 0.1371, 0.4465, 0.4195, 0.3007, -1.5608, 1.1122, -0.6103, 0.4807, -0.5818, -0.4614, -0.6569, 0.3983, -0.4661, -0.8997, 0.5316, 0.3488, 0.3404, 0.3553, 0.4419, 0.3717, 0.4028, 0.3630, -1.7184, -0.0387, 1.2625, -0.7954, -0.1495, -1.8477, 1.1873, -0.8866, 0.3970, 0.3732, 0.2460, 0.3984, 0.3518, 0.2929, 0.3807, -1.4125, 0.9656, -0.8367, -0.1337, -0.2290, -0.5083, -0.8564, 0.5365, 0.2465, -0.7292, 0.8452, -1.1252, -0.6825, -0.5761, -1.0767, 1.2072, -0.8111, -0.9638, -0.3097, 0.1550, 0.3256, 0.2924, 0.3376, 0.3251, 0.3406, 0.2973, 0.4173, 0.2902, 0.5153, 0.3742, 0.2793, 0.3933, 0.3547, 0.3608]
}

***

[2]
{
  "formula": "C12H21N5O3Pd",
  "method": "the ωB97M-V functional and the def2-TZVPD basis",
  "energy_ha": -1097.0995,
  "homo_energy_ev": -6.6,
  "e_above_lowest_kcal_mol": 22.3,
  "total_charge": 0,
  "species": ["Pd", "C", "C", "N", "O", "C", "C", "N", "O", "H", "H", "H", "H", "H", "H", "H", "N", "C", "O", "C", "C", "H", "H", "H", "H", "H", "H", "C", "C", "C", "C", "N", "N", "C", "H", "H", "H", "H", "H", "H", "H", "H"],
  "coordinates": [[0.41, -0.78, -0.27], [2.40, -1.70, 3.42], [2.03, -1.15, 2.08], [0.78, -1.05, 1.72], [-0.12, -1.58, 2.65], [3.05, -0.71, 1.15], [4.47, -0.45, 1.52], [2.59, -0.53, -0.08], [3.38, -0.17, -0.99], [1.77, -2.55, 3.67], [2.25, -0.95, 4.20], [3.44, -2.01, 3.42], [-0.96, -1.34, 2.26], [4.56, -0.05, 2.53], [4.88, 0.27, 0.81], [5.10, -1.35, 1.46], [-0.90, -1.67, -4.11], [-0.73, -1.48, -2.79], [0.03, -0.60, -2.38], [-1.53, -2.31, -1.83], [-0.74, -2.51, -0.56], [-0.35, -1.13, -4.75], [-1.46, -2.43, -4.45], [-1.85, -3.24, -2.31], [-2.44, -1.73, -1.63], [0.03, -3.28, -0.66], [-1.37, -2.73, 0.30], [-4.36, 3.08, -0.63], [-2.95, 2.65, -0.40], [-1.76, 3.34, -0.39], [-0.76, 2.38, -0.13], [-1.29, 1.17, 0.02], [-2.61, 1.37, -0.15], [0.72, 2.61, -0.02], [-4.43, 4.16, -0.56], [-5.03, 2.66, 0.12], [-4.72, 2.78, -1.61], [-1.63, 4.40, -0.55], [-3.23, 0.58, -0.10], [0.93, 3.68, -0.09], [1.27, 2.11, -0.82], [1.11, 2.24, 0.92]],
  "nbo_charge": [0.8148, -0.6747, 0.2729, -0.2042, -0.5674, -0.0266, -0.6653, -0.0533, -0.5135, 0.2439, 0.2378, 0.2290, 0.4814, 0.2067, 0.2497, 0.2127, -0.7897, 0.7034, -0.6168, -0.5247, -0.6587, 0.4125, 0.4024, 0.1990, 0.2289, 0.1974, 0.1877, -0.6437, 0.1573, -0.3474, 0.1642, -0.3187, -0.3396, -0.6547, 0.2337, 0.2210, 0.2238, 0.2242, 0.3975, 0.2167, 0.2476, 0.2326]
}

***

[3]
{
  "formula": "C18H17N6O12SW",
  "method": "the ωB97M-V functional and the def2-TZVPD basis",
  "energy_ha": -2392.4832,
  "homo_energy_ev": -12.5,
  "e_above_lowest_kcal_mol": 0.0,
  "total_charge": 1,
  "species": ["W", "O", "C", "C", "C", "N", "C", "C", "C", "O", "O", "C", "O", "O", "H", "H", "H", "C", "C", "N", "C", "S", "N", "C", "C", "H", "H", "H", "H", "H", "H", "H", "H", "H", "H", "H", "H", "O", "N", "O", "C", "C", "C", "C", "O", "C", "C", "N", "O", "O", "N", "O", "O", "H", "H"],
  "coordinates": [[0.11, -1.43, 0.85], [-4.83, -2.23, 4.46], [-3.81, -2.12, 3.62], [-3.03, -3.22, 3.22], [-1.99, -2.98, 2.36], [-1.71, -1.75, 1.93], [-2.47, -0.71, 2.26], [-3.53, -0.84, 3.11], [-2.04, 0.51, 1.50], [-2.59, 1.57, 1.54], [-0.99, 0.22, 0.72], [-1.08, -3.99, 1.72], [-1.11, -5.16, 1.91], [-0.26, -3.36, 0.86], [-4.96, -3.13, 4.77], [-3.24, -4.23, 3.55], [-4.16, 0.01, 3.36], [-0.44, 2.99, -1.50], [-0.51, 1.99, -2.64], [-0.16, 0.65, -2.14], [-0.64, -0.51, -2.47], [-0.35, -1.95, -1.48], [-1.39, -0.77, -3.53], [-1.47, -0.02, -4.80], [-2.86, 0.54, -5.06], [-0.69, 3.99, -1.87], [0.58, 3.04, -1.10], [-1.12, 2.73, -0.70], [0.19, 2.27, -3.43], [-1.51, 1.96, -3.06], [0.54, 0.64, -1.40], [-1.80, -1.69, -3.55], [-1.19, -0.72, -5.59], [-0.71, 0.76, -4.79], [-3.60, -0.25, -5.07], [-2.88, 1.04, -6.02], [-3.14, 1.26, -4.29], [6.11, 1.28, 3.88], [5.93, 1.73, 2.77], [6.63, 2.55, 2.21], [4.74, 1.25, 2.04], [4.48, 1.75, 0.78], [3.38, 1.29, 0.09], [2.50, 0.34, 0.64], [1.41, -0.09, 0.04], [2.83, -0.12, 1.93], [3.93, 0.31, 2.64], [1.95, -1.10, 2.51], [1.75, -2.10, 1.53], [0.65, -0.55, 2.50], [3.15, 1.84, -1.25], [3.60, 2.94, -1.48], [2.53, 1.16, -2.04], [5.13, 2.49, 0.34], [4.14, -0.08, 3.62]],
  "nbo_charge": [2.1326, -0.6009, 0.4080, -0.2681, 0.1485, -0.4994, 0.1371, -0.2315, 0.7656, -0.4908, -0.6944, 0.7613, -0.4688, -0.6830, 0.5064, 0.2658, 0.2787, -0.6181, -0.2233, -0.5523, 0.4139, 0.0046, -0.5608, -0.2225, -0.6172, 0.2393, 0.2091, 0.2324, 0.2207, 0.2069, 0.4671, 0.4211, 0.2216, 0.2168, 0.2201, 0.2375, 0.2106, -0.3546, 0.5343, -0.3491, -0.0023, -0.1206, -0.0500, 0.4361, -0.7174, -0.0235, -0.1138, 0.1676, -0.4662, -0.5104, 0.5358, -0.3330, -0.3993, 0.2914, 0.2802]
}

***

[4]
{
  "formula": "C35H24N6O7STa",
  "method": "the ωB97M-V functional and the def2-TZVPD basis",
  "energy_ha": -2658.4007,
  "homo_energy_ev": -10.8,
  "e_above_lowest_kcal_mol": 0.0,
  "total_charge": 1,
  "species": ["Ta", "C", "O", "C", "C", "C", "C", "C", "C", "N", "N", "C", "C", "O", "C", "C", "C", "C", "C", "C", "C", "C", "H", "H", "H", "H", "H", "H", "H", "H", "H", "H", "H", "H", "H", "O", "C", "C", "O", "C", "C", "O", "C", "O", "O", "S", "C", "N", "N", "C", "C", "C", "C", "C", "C", "N", "N", "C", "C", "C", "C", "C", "C", "H", "H", "H", "H", "H", "H", "H", "H", "H", "H", "H"],
  "coordinates": [[-0.18, -0.57, 0.85], [1.44, -3.22, 2.43], [0.17, -2.60, 2.09], [-0.94, -3.37, 2.41], [-0.88, -4.54, 3.15], [-2.06, -5.23, 3.40], [-3.28, -4.75, 2.93], [-3.32, -3.58, 2.20], [-2.14, -2.89, 1.93], [-2.09, -1.66, 1.21], [-3.23, -1.31, 0.76], [-3.48, -0.12, 0.20], [-2.65, 1.00, 0.40], [-1.51, 0.84, 1.04], [-3.05, 2.28, 0.00], [-4.24, 2.43, -0.64], [-5.12, 1.34, -0.89], [-6.35, 1.54, -1.55], [-7.20, 0.48, -1.76], [-6.83, -0.80, -1.33], [-5.64, -1.02, -0.69], [-4.76, 0.05, -0.45], [1.53, -3.24, 3.52], [2.22, -2.63, 1.99], [1.46, -4.22, 2.01], [0.04, -4.92, 3.54], [-2.03, -6.14, 3.99], [-4.19, -5.29, 3.14], [-4.26, -3.18, 1.84], [-2.39, 3.12, 0.19], [-4.54, 3.42, -0.98], [-6.62, 2.53, -1.88], [-8.14, 0.63, -2.27], [-7.50, -1.63, -1.51], [-5.36, -2.02, -0.38], [5.48, 0.92, 2.92], [4.40, 0.59, 2.56], [4.07, -0.31, 1.34], [4.84, -0.77, 0.54], [2.61, -0.44, 1.39], [2.05, 0.28, 2.40], [0.72, 0.30, 2.42], [3.05, 1.00, 3.20], [2.89, 1.75, 4.12], [1.77, -1.07, 0.58], [-0.70, -1.44, -1.31], [0.50, -0.53, -2.24], [0.76, -0.95, -3.45], [1.70, -0.46, -4.19], [2.88, 0.28, -3.82], [3.70, -0.17, -2.79], [4.88, 0.50, -2.53], [5.25, 1.61, -3.29], [4.43, 2.04, -4.32], [3.24, 1.37, -4.59], [1.01, 0.63, -1.76], [0.69, 0.95, -0.58], [1.32, 2.17, -0.12], [2.53, 2.57, -0.69], [3.17, 3.69, -0.19], [2.61, 4.42, 0.85], [1.41, 4.01, 1.41], [0.75, 2.89, 0.93], [1.71, -0.86, -5.12], [3.42, -1.02, -2.19], [5.52, 0.15, -1.72], [6.18, 2.12, -3.08], [4.71, 2.89, -4.92], [2.59, 1.71, -5.39], [2.97, 1.99, -1.48], [4.11, 4.00, -0.62], [3.13, 5.28, 1.25], [0.97, 4.56, 2.23], [-0.17, 2.57, 1.38]],
  "mulliken_charge": [2.5593, -0.9828, -0.2867, 0.8491, -0.8235, -0.7164, -0.8811, -0.5775, 0.5171, 0.5295, -0.7750, 0.0736, 1.0076, -0.6382, -0.8775, -0.9181, 0.6690, -0.8855, -0.6148, -0.6938, -0.4923, 0.5785, 0.3525, 0.1494, 0.5137, 0.4630, 0.4425, 0.4202, 0.4660, 0.5945, 0.4189, 0.4259, 0.4123, 0.4162, 0.4253, -0.4882, 0.3251, 0.0592, -0.6091, 0.8265, 1.2930, -0.9241, 0.0537, -0.5497, -1.0841, -0.5044, 0.5741, -0.6369, 0.0520, 0.8033, -0.3867, -0.5636, -0.6830, -0.5303, -0.4741, -0.5205, 0.5308, 0.3577, 0.1903, -0.7927, -0.5759, -1.1322, -0.0697, 0.2622, 0.4293, 0.5141, 0.4618, 0.3970, 0.4721, -0.0871, 0.4827, 0.4147, 0.4412, 0.5508]
}

***

Kohn-Sham gap, respectively: 5.642 7.024 7.000 6.097 eV.
Lowest unoccupied orbital energy, respectively: 1.76 0.43 -5.49 -4.71 eV.